[1]
52
Properties=species:S:1:pos:R:3:forces:R:3:nbo_charge:R:1 method="wB97M-V/def2-TZVPD" homo_energy_ev=-8.6 total_charge=0 smiles="CC(C)c1nnc(NC(=O)CCC(=O)NC2CCCCCCC2)s1" homo_lumo_gap_ha=0.335 energy_ev=-38975.2945 molar_mass_g_mol=352.5 de_lowest_ev=0.285
S 4.67192 -0.84883 0.39201 -0.21 0.88 -0.42 0.375
O 3.29481 -3.06358 0.62558 0.13 -0.26 0.20 -0.601
O -0.48224 -1.45651 -1.07604 0.07 0.17 -0.47 -0.666
N 2.20475 -1.49272 -0.57807 -0.34 0.01 -0.21 -0.641
N 4.13400 1.40901 -0.68584 0.96 1.18 0.07 -0.274
N -1.97118 -1.66652 0.59721 -0.17 0.03 0.11 -0.595
N 3.06643 0.65628 -0.93032 -1.47 -0.84 -0.44 -0.306
C -4.24601 -1.12761 -0.06329 -0.02 0.03 -0.28 -0.411
C -2.83712 -0.56985 0.18041 -0.06 -0.07 0.07 -0.057
C 3.16966 -0.53761 -0.45152 1.13 0.00 0.57 0.207
C -2.91521 1.97063 0.70190 -0.21 0.04 0.19 -0.400
C -5.05585 1.04064 -1.23657 -0.19 -0.13 0.07 -0.412
C -0.85205 -2.01274 -0.05564 -0.13 -0.41 0.58 0.693
C -5.43205 1.65110 0.11940 0.09 0.19 -0.10 -0.411
C 6.33222 2.94314 0.14006 0.00 -0.20 0.14 -0.594
C -5.00346 -0.48879 -1.23070 0.03 0.08 0.09 -0.385
C 5.06234 0.82028 -0.02545 -0.09 -0.92 0.42 0.048
C -2.75278 0.54519 1.23908 0.22 0.22 -0.25 -0.414
C 2.31866 -2.72542 -0.00928 -0.47 -0.15 -0.34 0.689
C 1.11623 -3.62030 -0.23910 -0.03 -0.03 0.15 -0.493
C 7.48252 0.78679 -0.48118 -0.05 0.04 0.22 -0.591
C -4.33851 2.53589 0.72328 0.02 -0.07 -0.04 -0.388
C 6.36737 1.43189 0.34852 0.27 0.20 -0.10 -0.271
C -0.09701 -3.17258 0.58468 0.19 -0.02 -0.27 -0.495
H -2.22377 -2.15126 1.44434 0.13 -0.08 -0.06 0.394
H -1.75635 0.47572 1.68345 -0.07 -0.02 0.01 0.218
H 7.50845 -0.28830 -0.31723 0.08 -0.10 -0.06 0.211
H -2.50373 2.01540 -0.30704 0.08 0.04 -0.02 0.202
H -6.02337 -0.88144 -1.21238 -0.01 -0.03 -0.07 0.203
H 7.28610 3.38135 0.42359 0.10 0.04 0.02 0.203
H 1.33234 -1.24129 -1.05297 0.14 -0.11 0.11 0.463
H -4.54437 -0.81613 -2.16608 -0.05 -0.09 -0.03 0.206
H -4.61501 2.75379 1.75813 0.02 0.10 0.01 0.199
H 6.55307 1.21241 1.40674 -0.01 0.04 -0.06 0.210
H 5.54466 3.39041 0.73980 -0.07 0.11 0.01 0.218
H -3.47741 0.36185 2.03500 -0.03 -0.08 0.12 0.196
H 0.21960 -2.87775 1.58833 -0.08 -0.04 0.04 0.234
H 0.85518 -3.60781 -1.29881 0.00 -0.05 0.02 0.240
H -2.40712 -0.21769 -0.76190 -0.05 0.00 0.12 0.233
H 7.31555 0.97477 -1.53940 -0.01 0.00 -0.11 0.211
H -4.82935 -1.04988 0.85610 -0.01 -0.04 0.06 0.195
H -0.79059 -4.01068 0.68729 0.00 0.05 0.06 0.233
H -2.30361 2.63877 1.31258 0.05 0.00 -0.09 0.216
H 1.40166 -4.63169 0.05099 0.04 0.12 -0.04 0.240
H -5.68135 0.85782 0.82231 -0.08 -0.05 0.08 0.191
H -5.78127 1.34189 -1.99464 0.09 0.05 -0.05 0.214
H 8.44586 1.20550 -0.20050 0.13 0.02 0.00 0.209
H -4.09193 1.43059 -1.55775 0.07 0.05 -0.10 0.198
H 6.13134 3.16807 -0.90314 -0.02 0.08 -0.09 0.220
H -4.15412 -2.19368 -0.28941 -0.02 0.05 0.06 0.216
H -4.31771 3.48823 0.18795 -0.04 0.07 0.05 0.203
H -6.33017 2.26323 0.01549 -0.04 -0.08 0.06 0.213


[2]
59
Properties=species:S:1:pos:R:3:forces:R:3:nbo_charge:R:1 method="wB97M-V/def2-TZVPD" homo_energy_ev=-8.7 total_charge=0 smiles="N[C@@H](CC(=O)N[C@@H](Cc1cnc[nH]1)C(=O)O)C(=O)O.CNC(=O)[C@@H](NC(C)=O)[C@@H](C)O" homo_lumo_gap_ha=0.329 energy_ev=-43405.9912 molar_mass_g_mol=444.4
O 1.49230 -2.36049 -2.77902 -0.92 0.43 0.61 -0.598
O -0.45552 -1.68482 -1.83027 1.16 -0.01 0.24 -0.708
O 2.60662 1.32842 4.39638 0.41 -0.64 -0.74 -0.656
O 3.07581 1.62473 2.20075 -0.03 -0.39 1.37 -0.616
O -2.55338 -2.88831 -3.00416 0.17 -0.58 0.15 -0.661
O 1.51593 -2.33869 2.89463 0.04 -0.05 -0.23 -0.619
O -6.42698 -0.00963 -2.04432 0.40 0.07 -0.11 -0.607
O -2.01677 0.83479 -0.53945 0.61 -0.73 -0.28 -0.713
N 6.33230 1.53572 4.02958 0.21 0.78 -0.20 -0.530
N -3.50593 -1.26400 -1.83800 -0.91 1.17 0.55 -0.587
N -5.19607 1.23629 -3.43807 0.62 0.73 -0.44 -0.609
N 1.24039 0.01157 -0.17972 -0.01 -0.34 -0.29 -0.853
N 3.13897 -1.15598 1.86883 -0.36 0.13 -0.61 -0.625
N 6.69437 0.89476 6.11103 -0.19 -0.31 -0.16 -0.449
C 1.35208 -2.32251 0.53508 0.55 0.39 -0.42 -0.498
C -3.47126 -1.18420 -4.33327 -0.16 -0.15 0.21 -0.711
C -5.33285 0.42696 -2.37585 -1.09 -0.66 0.29 0.657
C 0.88634 -1.83333 -1.86228 1.27 -0.59 -0.58 0.778
C -3.03208 1.17555 -1.45759 -0.36 0.62 0.49 0.093
C -6.30493 1.66345 -4.29039 -0.05 -0.31 0.36 -0.415
C 3.64011 -0.51296 3.08842 -0.37 -0.35 0.25 -0.144
C 5.17435 -0.52704 3.00858 0.30 0.80 0.28 -0.415
C -3.17191 -1.83373 -3.00083 0.51 -0.17 -1.04 0.690
C -4.09684 0.06046 -1.53696 0.63 0.01 -0.13 -0.150
C 6.85478 1.88068 5.26125 -0.57 -1.02 -0.24 0.153
C 3.07803 0.91647 3.19833 0.19 0.60 -1.53 0.787
C 6.05180 -0.12348 5.41305 0.23 0.67 -0.17 -0.100
C -3.58549 2.51739 -0.97079 -0.26 -0.05 -0.64 -0.641
C 2.00165 -1.93344 1.85079 -0.32 0.01 1.48 0.699
C 1.65136 -1.34629 -0.61182 -1.35 0.62 0.09 -0.151
C 5.81873 0.26097 4.11842 0.21 -0.37 0.47 0.078
H 2.29671 2.23391 4.25149 -0.02 0.11 0.05 0.497
H -3.01525 -1.78314 -5.12098 0.03 -0.01 0.25 0.253
H 5.49962 -0.11866 2.04600 -0.14 -0.07 0.00 0.218
H 5.51831 -1.56544 3.05912 -0.17 0.18 -0.04 0.244
H 3.32962 -1.06007 3.98547 -0.09 -0.14 -0.44 0.256
H -2.38853 0.86917 0.34561 -0.07 0.06 0.16 0.467
H 1.70457 -3.32022 0.26225 -0.05 -0.04 0.07 0.246
H -2.57804 1.31139 -2.43956 0.41 -0.12 0.03 0.170
H 0.21456 0.08067 -0.15419 0.58 0.06 -0.18 0.390
H -2.76017 3.21082 -0.80307 -0.01 -0.14 0.01 0.232
H 0.27174 -2.37674 0.69661 0.20 0.00 0.14 0.245
H 3.24208 -0.60356 1.01925 0.17 0.07 0.52 0.410
H -3.04592 -0.18572 -4.36148 -0.14 0.19 -0.12 0.209
H 5.78074 -1.08763 5.83381 0.20 0.35 0.15 0.210
H 6.32312 2.13413 3.20533 -0.04 -0.39 0.42 0.420
H -4.54637 -1.16949 -4.49711 -0.06 0.29 -0.07 0.237
H -7.12620 2.03453 -3.67274 0.09 -0.08 -0.07 0.222
H -6.66917 0.81689 -4.87592 -0.07 0.08 -0.01 0.207
H -3.21235 -1.80346 -1.03827 0.06 0.03 0.00 0.421
H -4.49416 -0.02535 -0.52622 -0.17 -0.13 0.01 0.231
H 7.32768 2.83026 5.49519 -0.18 -0.24 -0.28 0.203
H 2.72460 -1.35278 -0.83518 -0.33 -0.01 -0.25 0.214
H -4.13329 2.38385 -0.03741 -0.07 0.02 0.05 0.207
H -0.83111 -2.21227 -2.56467 -0.17 -0.04 0.10 0.525
H 1.61210 0.72728 -0.80611 -0.32 -0.28 0.19 0.370
H -5.97963 2.45568 -4.96623 0.11 -0.13 0.16 0.209
H -4.27312 1.56555 -3.67205 -0.16 -0.04 -0.02 0.391
H -4.24804 2.96104 -1.71126 -0.17 0.11 0.13 0.217


[3]
62
Properties=species:S:1:pos:R:3:forces:R:3:nbo_charge:R:1 method="wB97M-V/def2-TZVPD" homo_energy_ev=-4.2 total_charge=-1 homo_lumo_gap_ha=0.232 energy_ev=-45882.4252 molar_mass_g_mol=471.1
O -2.94974 3.65430 2.17080 1.69 0.97 -0.02 -0.991
O -0.85172 -4.28263 1.25445 0.36 0.20 1.09 -0.466
O 0.67576 -1.35751 -7.11461 0.75 -0.45 2.33 -0.597
O 0.98841 -4.57251 2.52102 -0.72 0.56 0.11 -0.484
O 1.02686 -2.73010 -5.31830 -0.18 0.63 -0.71 -0.492
O 2.15565 -1.69385 3.59829 0.30 0.81 -0.60 -0.493
O -0.63193 -3.11122 3.20727 0.69 -2.07 -1.86 -0.599
O 1.50487 -0.53540 -5.14776 -0.30 -0.80 -1.28 -0.482
O 2.99063 0.01765 2.33038 -1.44 -0.90 1.55 -0.607
O 1.29004 0.37419 3.81788 1.23 -0.48 -0.70 -0.466
N -0.90717 2.87360 3.57539 -1.68 1.30 -0.94 -1.148
N 0.36222 -1.16233 0.09330 0.93 1.22 0.11 -0.871
N 1.02760 0.90889 -1.00190 -0.64 -0.41 -0.44 -0.923
N -0.95162 -0.28682 -1.80091 0.11 1.37 0.53 -0.891
C 1.29981 -1.71972 4.72515 -0.20 -0.87 0.99 -0.110
C -1.10454 0.85520 0.59323 -1.13 -1.38 0.50 -0.610
C 1.60024 -1.08293 -3.84652 0.10 0.53 1.32 -0.118
C 0.44802 -0.50637 4.53741 -1.17 0.14 0.44 -0.101
C -0.38449 4.72263 -0.89708 -2.72 -0.59 -2.91 -0.269
C -0.18417 0.12996 -0.54967 0.26 -0.53 0.48 0.441
C -0.71439 5.60628 -2.27107 -2.21 -4.19 1.26 -0.264
C -1.89239 5.02374 -3.26181 0.22 -1.49 2.09 -0.293
C -0.20300 -3.91734 2.39865 -1.04 1.76 1.12 0.986
C -2.39979 2.83534 -1.57126 1.19 3.20 -1.72 -0.288
C 1.01491 -5.56905 1.51688 0.72 -0.78 -0.08 -0.098
C -1.21779 3.32412 -0.53058 -0.79 2.50 -4.03 -0.079
C -2.78306 3.66776 -2.95934 3.63 1.37 3.29 -0.259
C 0.06110 -5.04868 0.49099 -0.14 -0.16 -1.06 -0.100
C 2.21430 -0.39752 3.17455 0.90 0.97 -1.16 0.968
C 1.03749 -1.52640 -5.96209 -0.61 0.71 -1.96 0.965
C 1.72323 -2.55056 -4.09937 0.38 -0.64 0.72 -0.100
B -0.81936 2.45767 0.81775 -0.21 0.06 -0.87 -0.478
B -1.59615 3.02709 2.19743 -0.63 0.83 1.28 1.012
H 0.79535 1.72272 -1.61084 0.16 -0.62 1.27 0.381
H -2.14129 5.59564 -4.27051 0.66 -1.22 2.39 0.203
H -0.81649 0.48119 -2.52533 -0.69 -1.15 1.40 0.373
H -2.26740 0.75157 0.34358 2.34 -0.27 0.31 0.187
H 0.71249 -2.64184 4.74477 0.32 0.31 -0.12 0.233
H 2.76293 -2.86567 -4.23653 -0.04 -0.01 -0.03 0.169
H -3.04095 1.85476 -1.37887 1.65 2.37 -0.24 0.216
H 0.69260 -0.82938 -3.28867 0.24 -0.14 0.00 0.233
H -0.44495 -0.71116 3.93744 0.16 0.01 0.06 0.215
H 1.90938 -1.66639 5.63326 0.09 0.12 -0.05 0.160
H 2.02621 -5.69298 1.11990 -0.10 0.12 0.22 0.202
H 0.34689 2.57941 1.06706 0.66 0.32 -0.06 -0.006
H 0.46957 5.10017 -0.15770 -2.07 -1.00 -1.77 0.222
H -0.11030 6.58971 -2.53707 -1.48 -2.34 0.55 0.217
H 0.68441 -6.51825 1.95171 0.00 0.06 -0.02 0.175
H -3.65438 3.28852 -3.68014 2.24 1.05 1.69 0.221
H -1.55606 3.20331 4.33209 1.12 -0.11 -0.84 0.356
H 1.06461 -0.78595 0.79708 -1.08 -0.77 -0.95 0.352
H -1.97359 -0.37028 -1.55226 1.63 0.40 -0.46 0.374
H -2.93186 4.51441 1.64161 0.07 -2.16 0.75 0.496
H -0.45666 -5.85131 -0.04132 -0.08 0.22 0.12 0.197
H 1.68022 1.15031 -0.22556 -1.24 0.01 -0.86 0.393
H 0.00241 3.38964 3.59174 -1.13 -0.97 0.04 0.391
H -0.96920 0.25728 1.61732 -0.19 1.13 -2.16 0.216
H 1.27223 -3.14948 -3.30342 -0.06 0.04 -0.24 0.197
H 0.14289 -0.06098 5.48829 0.12 0.13 -0.24 0.194
H 2.46729 -0.67769 -3.31770 -0.22 0.10 -0.17 0.208
H 0.54825 -4.39373 -0.23895 -0.06 0.00 0.10 0.193
H 0.95556 -1.69105 -0.58956 -0.68 1.00 0.40 0.336


[4]
54
Properties=species:S:1:pos:R:3:forces:R:3:nbo_charge:R:1 method="wB97M-V/def2-TZVPD" homo_energy_ev="-5.4 / -6.0" total_charge=0 homo_lumo_gap_ha="0.176 / 0.210" energy_ev=-65652.9033 molar_mass_g_mol=407.7 de_lowest_ev=2.830
Ca 0.06122 1.88118 1.48037 -0.20 -0.43 0.60 1.717
S -0.27066 -2.24425 4.90015 0.64 0.83 -0.53 0.240
S -1.20573 0.32791 3.46457 -0.32 -0.09 0.47 -0.614
N 1.14645 -0.10669 1.96315 0.01 1.68 -0.60 -0.521
N -1.63252 -1.90897 -0.04479 -1.36 -2.90 3.62 -0.681
N 0.25031 -2.87933 -1.94869 1.40 -0.70 0.51 -0.524
N 2.43583 2.25413 0.91836 -0.25 -0.46 0.15 -0.660
N 0.90128 -1.13895 2.79886 1.99 -1.36 -0.38 -0.385
C -1.48454 -3.38208 -0.18940 1.21 1.50 0.98 -0.236
C -1.21735 -1.15774 -1.07073 -1.44 0.35 -3.12 -0.168
C 3.28129 3.28998 0.77104 0.14 -1.02 -0.42 0.055
C -1.85322 2.03587 -1.39118 0.27 1.26 -1.04 -0.061
C -0.03663 -3.61978 -0.63301 -0.31 -2.30 -1.00 -0.240
C 0.07872 -1.42579 -1.64921 1.46 1.74 0.42 -0.293
C -1.59690 -3.01203 4.02063 -0.85 -0.86 0.09 -0.755
C 4.97709 1.87214 -0.20899 0.04 0.83 -0.05 -0.179
C -0.06547 -1.01480 3.61411 -0.56 1.60 -0.07 -0.060
C -1.32054 3.54015 -1.12897 -3.74 -0.63 -0.64 -0.602
C 2.24548 -0.13263 1.20900 0.43 -3.06 0.59 -0.058
C 4.15382 0.78830 -0.06482 0.10 0.95 1.10 -0.240
C -0.81758 1.20294 -0.73056 0.16 1.56 1.54 -0.848
C 4.53482 3.17350 0.23543 0.16 -1.12 -0.24 -0.338
C 2.90056 0.97023 0.63752 0.36 0.35 -0.19 0.074
C -1.96039 1.82613 -2.94188 -0.13 0.27 -0.26 -0.625
C -3.27646 1.84061 -0.80302 1.10 0.88 1.09 -0.610
H 6.00355 1.78111 -0.61282 -0.78 -0.09 0.22 0.212
H -2.23011 -3.78363 -0.86139 -0.12 -0.15 -0.47 0.192
H 0.86613 -1.08839 -0.92348 -0.19 -0.84 -0.41 0.229
H -2.01626 -0.79712 -1.72944 0.29 -0.34 -0.36 0.170
H -0.40329 -3.08786 -2.70881 -0.03 -0.39 0.34 0.423
H -1.62444 -1.56518 0.93112 0.15 -0.08 -0.80 0.409
H -3.35268 2.34908 0.18587 0.13 -0.46 -0.41 0.198
H -1.57271 -3.91957 0.77450 -0.16 0.49 -0.32 0.229
H 2.74758 -1.16823 1.18648 -0.34 1.55 -0.26 0.172
H -2.57356 2.68606 -3.33732 0.43 -1.12 -0.08 0.200
H -0.96033 1.85831 -3.39444 -0.09 0.34 0.11 0.199
H -1.12154 0.18344 -0.47013 0.18 -0.09 0.85 0.222
H -1.97801 -2.32742 3.26812 -0.26 0.05 0.20 0.237
H 1.22831 -3.09399 -2.28315 -1.19 0.21 0.44 0.422
H -4.05044 2.29486 -1.40366 -0.19 -0.03 -0.45 0.205
H -1.27853 -3.92630 3.53447 0.15 -0.24 -0.13 0.196
H -2.34830 0.81830 -3.28639 -0.07 1.16 0.70 0.200
H 0.26860 -0.84612 -2.54145 -0.14 -0.01 -0.43 0.231
H -0.29543 3.59328 -1.25084 2.13 0.19 -0.50 0.202
H -1.59035 3.82424 -0.11251 0.06 -0.05 0.30 0.179
H 2.93381 4.23189 1.13618 -0.26 0.57 0.07 0.184
H 0.64869 -3.22634 0.11867 0.02 0.08 -0.18 0.245
H 5.18384 4.01940 0.20507 0.32 0.38 -0.12 0.213
H -2.36291 -3.26028 4.74742 -0.38 -0.07 -0.15 0.220
H 0.15640 -4.73558 -0.78891 -0.08 1.50 0.04 0.213
H -3.46349 0.79077 -0.63945 -0.25 -0.38 -0.07 0.213
H 4.57698 -0.19184 -0.19022 -0.26 -0.38 -0.31 0.211
H 0.23497 1.30959 -0.99483 0.01 -0.07 -0.77 0.180
H -1.85537 4.29746 -1.76660 0.62 -0.63 0.33 0.207